[1]
ORCA calculation (ωB97M-V/def2-TZVPD) on C4H11Cl5HfN2O25 as an isolated structure.

Values from the calculation:
Maximum force in Eh/bohr: 0.10056
Kohn-Sham gap in eV: 8.6501
E_LUMO in eV: 3.361

The geometry in ORCA input format:
```
! wB97M-V def2-TZVPD RIJCOSX def2/J DEFGRID3
* xyz -2 1
Hf -18.2253 -2.4340 -29.9608
Cl -17.1126 -0.8348 -26.4930
O -17.8003 -1.5917 -27.5721
O -17.3432 -1.5018 -25.2592
O -15.7293 -0.8088 -26.8664
O -17.6630 0.4854 -26.5116
Cl -16.7002 -4.7303 -32.7537
O -15.8147 -3.8387 -33.4286
O -17.2609 -4.0172 -31.5909
O -17.7939 -5.1693 -33.5546
O -15.9331 -5.8147 -32.2081
Cl -19.2199 -6.0139 -28.4120
O -18.1698 -6.9021 -28.8337
O -18.7572 -4.6628 -28.7397
O -20.4349 -6.2873 -29.1388
O -19.4446 -6.1129 -27.0085
Cl -21.4270 -1.7723 -28.0134
O -22.4993 -2.3055 -28.8157
O -20.3109 -1.6050 -28.9949
O -21.7493 -0.4794 -27.5205
O -21.0483 -2.7192 -27.0143
Cl -14.6492 -0.7950 -30.8386
O -14.6274 0.3987 -30.0363
O -14.3595 -0.5221 -32.2088
O -13.7344 -1.7552 -30.2821
O -16.0239 -1.3045 -30.7124
C -19.9659 -1.6989 -33.7485
C -18.8536 -0.9006 -33.0469
O -18.6912 -1.2424 -31.7165
H -20.9613 -1.3231 -33.5103
H -19.8945 -2.7425 -33.4520
H -19.8397 -1.6587 -34.8330
H -19.0656 0.1678 -33.1358
H -17.9775 -1.1668 -33.6501
C -21.0108 -5.6229 -31.9891
N -21.0048 -4.1764 -31.7493
O -20.1297 -3.7616 -31.0058
O -21.8952 -3.5074 -32.1950
H -21.5779 -5.7764 -32.9053
H -21.4948 -6.1822 -31.1924
H -20.0321 -6.0741 -32.1289
C -14.3490 -4.6095 -29.3656
N -15.5330 -4.3377 -28.5138
O -15.7800 -5.0344 -27.5753
O -16.3258 -3.4984 -28.9318
H -14.1032 -5.6628 -29.2323
H -13.4907 -4.1355 -28.8933
H -14.5495 -4.3939 -30.4065
*
```



[2]
ORCA calculation (ωB97M-V/def2-TZVPD) on a 40-piece molecular cluster, H80O40 overall.

Values from the calculation:
Maximum force in Eh/bohr: 0.14426
Kohn-Sham gap in eV: 9.6332
E_LUMO in eV: -0.608

The geometry in ORCA input format:
```
! wB97M-V def2-TZVPD RIJCOSX def2/J DEFGRID3
* xyz 0 1
H 2.7132 1.7213 1.5576
H 2.5090 0.1061 1.8289
O 3.1021 0.7587 1.4446
H 3.0633 4.2300 -3.4594
H 1.9196 5.3694 -3.5987
O 2.1536 4.4264 -3.1565
H -1.5544 -4.3763 2.4795
H -0.4069 -4.2081 3.7156
O -0.7784 -4.7730 2.8522
H -0.0684 1.8685 -6.1451
H 0.6703 1.0042 -5.5542
O 0.2397 1.1112 -6.4749
H -2.0676 -0.9916 5.7930
H -3.6034 -1.3551 5.7357
O -2.8414 -1.3106 5.1878
H 1.3914 2.0336 2.6315
O 1.7405 2.9061 2.9335
H -3.2932 -0.8994 -3.3542
O -3.4601 -1.7763 -3.3681
H -1.2502 -3.6880 -1.4783
H -0.9578 -3.1183 -0.3077
O -1.1929 -4.0223 -0.4979
H -2.3403 3.2807 4.0600
H -3.4286 3.9435 4.5788
O -3.0283 3.1100 4.6272
H -1.4855 0.4298 -0.6137
H -0.9231 -0.6024 -1.4126
O -1.7240 -0.3521 -1.0293
H 6.1057 -2.3215 -1.1268
H 4.7143 -2.4879 -0.7987
O 5.4561 -2.0273 -0.5350
H 1.9374 -4.3187 2.9794
O 2.3082 -4.0687 3.7461
H -6.5683 -0.1764 0.0424
H -6.4325 1.0358 -0.8127
O -5.9255 0.2696 -0.5394
H -3.8347 -0.0773 1.0862
H -3.5389 -1.6561 0.6647
O -4.1287 -1.0336 1.1629
H 1.5959 -0.7964 -2.7413
H 0.6469 -1.1401 -3.9084
O 1.2606 -0.3939 -3.5329
H -1.4154 4.3657 1.9804
H -0.9249 2.9379 2.3132
O -1.5516 3.6538 2.5012
H -3.0821 1.6515 -4.4681
H -2.9556 0.4292 -5.4013
O -2.3603 0.9523 -4.8381
H 5.2819 2.4332 1.1490
H 5.0259 1.0811 2.2644
O 5.3520 2.1619 2.0243
H 3.3753 0.7649 4.6464
O 3.6778 0.0401 5.2564
H 1.7278 -5.8340 -2.4217
H 1.2425 -4.8618 -1.4536
O 2.0717 -5.1487 -1.9375
H -4.2211 4.5147 -1.3041
O -4.3192 4.3271 -0.3545
H -0.6039 -3.6216 -3.8255
H -1.9408 -3.1211 -3.9564
O -1.3148 -3.3953 -3.2319
H 0.9840 0.9586 0.8211
H -0.5305 1.4428 0.9301
O 0.1633 0.7336 1.2683
H 4.1561 1.6709 0.0472
H 5.2956 1.3305 -0.8440
O 4.6715 2.1543 -0.6733
H 0.9718 0.9774 -2.2372
H 1.9854 1.9577 -1.4856
O 1.4483 1.1099 -1.3354
H 0.6909 2.7734 -0.9002
H 0.9013 3.2880 -2.4673
O 0.2571 3.1929 -1.7041
H 2.6462 -1.9933 -0.5773
H 2.4692 -2.9134 -1.7622
O 3.0294 -2.1865 -1.3733
H 2.0039 -1.1029 4.0771
H 0.9384 0.1101 4.0007
O 1.4768 -0.5833 3.5342
H 0.4837 -1.2519 1.0227
H 1.5308 -2.3932 0.6941
O 0.7393 -2.0144 0.4772
H -0.8852 1.6166 5.9857
H 0.6125 1.8824 5.7094
O -0.0639 1.1922 5.8290
H -1.8849 -1.8598 2.9341
H -0.4120 -2.0189 3.3202
O -1.0097 -2.1902 2.5396
H 1.7676 -3.6018 -5.2188
O 2.2213 -2.8815 -4.9319
H -2.1239 -5.3327 0.7377
H -3.0129 -4.2749 0.6464
O -3.1464 -5.1264 1.0365
H 4.5271 -0.3354 4.8386
H 2.3515 3.1935 2.2738
H -5.0414 3.7450 -0.3209
H -4.5482 -1.6544 -3.3900
H 2.0265 -4.7264 4.3846
H 3.1107 -3.0177 -5.1734
O 1.2516 -5.7035 0.6378
H 0.6858 -5.4525 1.3428
H 0.5539 -6.2363 0.1116
O 1.9584 5.2229 -0.0129
H 1.4327 6.0328 -0.1360
H 2.3730 5.2885 -0.7837
O 3.7009 3.8224 1.2636
H 3.9873 3.9359 0.3836
H 4.4927 3.6200 1.7850
O -2.8382 2.0978 -1.1195
H -3.7568 1.9817 -0.8622
H -2.7281 3.0222 -0.7618
O -2.1420 -1.7203 -6.1225
H -1.2490 -1.1872 -6.1281
H -2.6050 -1.5373 -5.2275
O -5.3021 1.3558 3.8200
H -5.5649 1.5672 2.9463
H -4.4466 0.9910 3.7325
O -0.8341 4.4108 -3.9251
H -0.5273 4.1819 -2.9499
H -1.0033 3.4716 -4.3116
*
```



[3]
ORCA calculation (ωB97M-V/def2-TZVPD) on a 2-piece molecular cluster, CH4NO2 overall.

Values from the calculation:
Maximum force in Eh/bohr: 0.05413
Kohn-Sham gap in eV: 6.7542
E_LUMO in eV: 4.918

The geometry in ORCA input format:
```
! wB97M-V def2-TZVPD RIJCOSX def2/J DEFGRID3
* xyz -1 1
O -1.7228 0.3456 1.8010
H -1.2417 1.1387 1.8421
C 0.0648 -0.0489 -0.3000
N 1.2478 -0.7063 -0.9480
O -0.5396 0.7343 -0.9964
H -1.4803 -0.0854 0.9672
H 1.5524 -0.5162 -1.9043
H 2.1194 -0.8617 -0.4615
*
```



[4]
ORCA calculation (ωB97M-V/def2-TZVPD) on C5H8N4 as an isolated structure.

Values from the calculation:
Maximum force in Eh/bohr: 0.10540
Kohn-Sham gap in eV: 9.1294
E_LUMO in eV: 0.058

The geometry in ORCA input format:
```
! wB97M-V def2-TZVPD RIJCOSX def2/J DEFGRID3
* xyz 0 1
C 3.4984 0.3074 -0.3087
C 1.2889 0.1817 0.1570
C -0.8610 1.0849 0.5498
C -2.2813 1.0529 -0.2790
C -0.5688 -1.1882 0.0354
H 3.2277 1.5114 -0.0948
H 4.6108 -0.4068 0.0737
H 3.7530 0.3623 -1.5068
H 1.4632 1.2866 0.4032
H -0.9629 0.6626 1.7124
H -0.5162 2.1468 0.5614
H -2.8149 1.9372 -0.9953
H 0.2542 -1.6837 0.4714
N 2.3674 -0.6156 0.1151
N -0.0552 0.0098 -0.0022
N -2.6720 -0.1394 -0.3847
N -1.8506 -1.3188 0.0501
*
```



[5]
ORCA calculation (ωB97M-V/def2-TZVPD) on C6H10N2O as an isolated structure.

Values from the calculation:
Maximum force in Eh/bohr: 0.21993
Kohn-Sham gap in eV: 9.4304
E_LUMO in eV: 0.525

The geometry in ORCA input format:
```
! wB97M-V def2-TZVPD RIJCOSX def2/J DEFGRID3
* xyz 0 1
C 1.6348 -1.3710 0.2486
C 0.2895 -0.7034 -0.1464
C -1.4349 0.7117 0.5665
C -2.6921 0.2390 -0.0824
C -3.7117 -0.5151 -0.6286
C 0.5883 1.9002 -0.0525
H 2.8648 0.1014 0.3295
H 1.7488 -2.3736 -0.2505
H 1.7261 -1.3942 1.5154
H 0.4815 -0.5966 -1.1748
H -0.4089 -1.4551 -0.3085
H -1.5380 1.4449 1.2448
H -1.5663 -0.2067 1.1783
H -4.5393 -1.4588 -1.2036
H 0.3782 2.7959 0.6628
H 1.7638 1.0441 -1.1302
N -0.0856 0.6369 0.2424
N 1.6724 1.9695 -0.7063
O 2.8288 -0.7690 -0.3046
*
```



[6]
ORCA calculation (ωB97M-V/def2-TZVPD) on a 2-piece molecular cluster, C4H8N3 overall.

Values from the calculation:
Maximum force in Eh/bohr: 0.06500
Kohn-Sham gap (alpha / beta) in eV: 8.3965 / 9.0298
E_LUMO (alpha / beta) in eV: -3.823 / -3.871

The geometry in ORCA input format:
```
! wB97M-V def2-TZVPD RIJCOSX def2/J DEFGRID3
* xyz 1 1
C 2.1728 -0.4271 -0.1290
C 0.9745 -1.0698 -0.0768
C 0.6046 1.0725 0.1671
C -1.3717 -0.3068 0.3289
N 1.9164 0.9034 0.0262
N 0.0109 -0.1213 0.1121
N -2.1863 0.6482 -0.2118
H 3.1650 -0.8060 -0.2605
H 0.7217 -2.1058 -0.1776
H 0.0939 2.0020 0.3326
H -1.8538 -2.2134 -0.3580
H -1.6229 -0.6492 1.3230
H 2.6120 1.6378 0.0410
H -3.1506 0.6029 0.0856
H -2.0865 0.8326 -1.2028
*
```



[7]
ORCA calculation (ωB97M-V/def2-TZVPD) on a 13-piece molecular cluster, C44H96O29S4 overall.

Values from the calculation:
Maximum force in Eh/bohr: 0.08924
Kohn-Sham gap in eV: 9.2632
E_LUMO in eV: -0.055

The geometry in ORCA input format:
```
! wB97M-V def2-TZVPD RIJCOSX def2/J DEFGRID3
* xyz 0 1
C 3.8005 0.1099 5.4415
C 4.0101 -1.0157 4.4062
C 2.9723 -0.6112 3.3310
O 1.9182 0.0631 4.0665
C 2.3141 0.4343 5.4473
H 4.3263 1.0061 5.1121
H 3.9370 -0.4054 6.3922
H 3.8667 -1.9561 4.9383
H 4.9989 -0.8618 3.9742
H 2.5552 -1.4019 2.7074
H 3.5058 0.0480 2.6463
H 1.8671 -0.1515 6.2505
H 2.0554 1.4703 5.6660
C -3.5902 -1.5905 -3.8492
C -3.7463 -0.1091 -4.0127
C -4.9267 0.2090 -3.2386
O -4.8263 -0.6956 -2.1260
C -4.0094 -1.7276 -2.3922
H -2.5457 -1.8163 -4.0639
H -4.3388 -2.1472 -4.4129
H -3.8985 0.2047 -5.0454
H -2.9176 0.5087 -3.6666
H -5.8111 -0.1931 -3.7330
H -5.0108 1.2396 -2.8937
H -4.4138 -2.7011 -2.1151
H -3.0964 -1.6589 -1.8008
C -3.3281 1.6489 5.7628
C -1.8806 1.3062 5.6703
C -1.7135 0.7540 4.3008
O -2.9129 0.0018 4.1980
C -3.9608 0.6593 4.8591
H -3.5597 2.6330 5.3554
H -3.7879 1.4984 6.7395
H -1.5495 0.5271 6.3569
H -1.2712 2.1562 5.9774
H -0.8580 0.0962 4.1476
H -1.5919 1.4885 3.5046
H -4.7000 -0.0712 5.1876
H -4.5281 1.1360 4.0597
C -3.0491 -4.0315 2.1477
C -1.8004 -4.7316 2.5207
C -1.5966 -5.8444 1.4911
O -2.0887 -5.1046 0.3261
C -3.3044 -4.4872 0.6790
H -2.8891 -2.9792 2.3823
H -3.8452 -4.3993 2.7951
H -1.8439 -5.1306 3.5341
H -0.8975 -4.1645 2.2944
H -2.0730 -6.7892 1.7529
H -0.5504 -6.1495 1.4700
H -4.1227 -5.1946 0.5442
H -3.5137 -3.6114 0.0648
C 2.9866 -0.2976 -5.0931
C 4.4551 -0.1886 -4.6703
C 4.6810 -1.4327 -3.9418
O 3.6906 -2.4283 -4.3941
C 2.6441 -1.7892 -5.1505
H 2.6887 0.0611 -6.0783
H 2.4252 0.1288 -4.2617
H 4.4541 0.7836 -4.1775
H 5.0603 -0.1775 -5.5768
H 4.4572 -1.3841 -2.8761
H 5.7142 -1.7315 -4.1183
H 1.6282 -1.8204 -4.7567
H 2.5938 -2.0277 -6.2129
O 1.2584 -3.6502 1.4780
S 1.9522 -4.0453 0.2545
O 2.3389 -5.4397 -0.0327
O 1.0241 -3.5078 -0.9943
C 0.2949 -4.4299 -1.8070
C -0.5257 -3.5280 -2.8263
C 3.4408 -2.9982 -0.0442
H -0.3413 -5.0638 -1.1894
H 0.8692 -5.1719 -2.3616
H -0.8938 -2.6860 -2.2401
H -1.3802 -4.1187 -3.1566
H 0.0329 -3.0666 -3.6407
H 3.4721 -2.8998 -1.1293
H 4.2736 -3.4802 0.4678
H 3.2259 -1.9888 0.3066
O -0.6130 0.6838 -5.0712
S -0.3910 1.7944 -5.9740
O 1.0019 2.3710 -6.1379
O -1.0250 1.3351 -7.4697
C -0.6237 2.0532 -8.6073
C 0.5501 1.3625 -9.2761
C -1.6799 3.1118 -5.5611
H -0.5460 3.1354 -8.5027
H -1.5185 1.9914 -9.2267
H 0.5751 0.2942 -9.0609
H 1.4408 1.8095 -8.8344
H 0.3680 1.6486 -10.3120
H -1.6856 3.8872 -6.3271
H -1.4289 3.6785 -4.6644
H -2.6149 2.5552 -5.4973
O -1.8982 2.8551 1.3882
S -1.3560 4.0754 2.0131
O -1.9575 4.5447 3.2582
O 0.3152 3.9272 2.3065
C 0.9958 2.8732 1.6111
C 2.3889 2.8537 2.2121
C -1.2798 5.3988 0.7888
H 0.9762 3.0529 0.5362
H 0.4462 1.9358 1.6970
H 2.8142 3.8398 2.3988
H 3.1022 2.3470 1.5621
H 2.4610 2.3067 3.1521
H -2.1971 5.9516 0.9916
H -1.3286 4.8207 -0.1339
H -0.4018 6.0229 0.9550
O -1.1149 -3.2737 9.1874
S -1.1211 -2.3088 8.0523
O -0.5788 -0.9627 8.1427
O -0.4741 -3.1448 6.8225
C -0.1090 -2.4366 5.6480
C 0.9479 -3.1152 4.8136
C -2.8383 -2.2200 7.5244
H 0.3139 -1.4548 5.8608
H -0.9934 -2.1483 5.0799
H 1.3301 -2.3450 4.1438
H 0.5984 -3.9360 4.1873
H 1.8210 -3.4407 5.3791
H -2.9464 -1.7629 6.5408
H -3.2896 -1.5104 8.2178
H -3.4335 -3.1302 7.5988
C 9.1258 1.1703 -3.6498
O 7.9991 0.5221 -3.0421
C 7.3769 1.1379 -1.9938
O 7.7359 2.1696 -1.4438
O 6.3155 0.4015 -1.7074
C 5.1061 1.0418 -1.0689
H 8.6819 1.9584 -4.2581
H 9.6791 0.3978 -4.1839
H 9.7897 1.5845 -2.8910
H 4.1998 1.0084 -1.6737
H 5.1621 2.0508 -0.6605
H 4.9008 0.3100 -0.2876
C -8.9690 0.8937 0.8621
O -7.6743 0.6978 1.3260
C -6.6545 1.3214 0.7506
O -6.6465 2.1205 -0.1812
O -5.5586 0.7950 1.3031
C -4.2229 1.1349 0.9600
H -9.4835 -0.0577 0.7269
H -9.1786 1.4652 -0.0422
H -9.3901 1.4279 1.7137
H -4.2106 2.1512 0.5663
H -3.8507 0.4072 0.2388
H -3.5879 0.9959 1.8350
C 1.7212 3.4402 -3.4083
O 2.5466 4.4347 -2.7509
C 1.9817 5.0308 -1.5700
O 0.8721 5.0523 -1.1556
O 3.0155 5.5894 -0.8873
C 2.8051 6.0333 0.4625
H 1.1744 4.0436 -4.1330
H 0.8507 3.1518 -2.8191
H 2.2627 2.6059 -3.8542
H 2.5560 7.0920 0.3903
H 3.7306 5.8706 1.0147
H 2.0212 5.3871 0.8575
C -0.8695 -1.1201 1.5591
O 0.4529 -0.7270 1.0931
C 0.6589 -0.4965 -0.1636
O 1.7664 -0.2962 -0.6090
O -0.4423 -0.4264 -0.9064
C -0.3637 0.2510 -2.1751
H -0.8454 -1.5961 2.5394
H -1.1172 -1.9785 0.9346
H -1.4916 -0.2252 1.5566
H -1.2164 -0.0638 -2.7767
H 0.5646 0.1189 -2.7309
H -0.5812 1.3057 -2.0067
*
```



[8]
ORCA calculation (ωB97M-V/def2-TZVPD) on C2H2FLiOSm as an isolated structure.

Values from the calculation:
Maximum force in Eh/bohr: 0.09313
Kohn-Sham gap (alpha / beta) in eV: 7.5794 / 7.7115
E_LUMO (alpha / beta) in eV: -9.121 / -8.994

The geometry in ORCA input format:
```
! wB97M-V def2-TZVPD RIJCOSX def2/J DEFGRID3
* xyz 2 7
H -1.3109 0.3878 -0.9741
C -0.1759 -1.2330 -0.0482
C -0.7179 -0.0171 -0.0524
O 0.0482 1.0860 -0.1041
Li -0.8504 2.3665 1.0658
Sm 2.4276 0.8693 0.0245
F 1.2212 -1.2840 -0.1278
H -0.6417 -2.1756 0.2163
*
```



[9]
ORCA calculation (ωB97M-V/def2-TZVPD) on an isolated ion of composition C6H14 and charge +1.

Values from the calculation:
Maximum force in Eh/bohr: 0.05217
Kohn-Sham gap (alpha / beta) in eV: 13.0473 / 5.7888
E_LUMO (alpha / beta) in eV: -2.758 / -9.800

The geometry in ORCA input format:
```
! wB97M-V def2-TZVPD RIJCOSX def2/J DEFGRID3
* xyz 1 2
C -1.3088 -1.7049 -2.3126
C -1.0311 -0.4411 -1.6224
C 0.2839 -0.2143 -0.7321
C -0.0612 0.8511 0.4395
C 1.2023 1.0178 1.2625
C 0.9151 0.8372 2.7496
H -0.8368 -1.9416 -3.2669
H -0.7767 -2.4735 -1.6653
H -2.3444 -2.0321 -2.2865
H -0.6788 0.2555 -2.4307
H -1.8498 -0.0246 -1.0458
H 0.8249 -1.0883 -0.3647
H 1.0025 0.3665 -1.3026
H -0.8615 0.4054 1.0329
H -0.5275 1.6709 -0.1063
H 1.9072 0.2511 0.8961
H 1.7482 1.9370 1.0763
H 0.9807 1.7174 3.3962
H 1.5169 0.0919 3.2668
H -0.1050 0.5186 3.0162
*
```



[10]
ORCA calculation (ωB97M-V/def2-TZVPD) on C5H10EuOP as an isolated structure.

Values from the calculation:
Maximum force in Eh/bohr: 0.03419
Kohn-Sham gap (alpha / beta) in eV: 3.5650 / 4.9228
E_LUMO (alpha / beta) in eV: 2.781 / 2.380

The geometry in ORCA input format:
```
! wB97M-V def2-TZVPD RIJCOSX def2/J DEFGRID3
* xyz -1 8
C -0.8148 0.4472 -1.0497
C -0.4777 1.8085 -0.7297
C -1.5060 2.3609 0.1157
C -2.5287 1.3799 0.2378
C -2.1041 0.2047 -0.4825
Eu 0.3758 -2.1887 0.7066
P 2.6107 -1.7666 -1.2859
H -0.2402 -0.2401 -1.6957
H 0.4568 2.2584 -1.0489
H -1.4460 3.2862 0.6684
H -2.6769 -0.7131 -0.7089
H -3.4671 1.4792 0.7844
H 3.9593 -1.7780 -0.8362
H 3.0107 -1.1325 -2.4980
H 2.8030 -3.0639 -1.8561
O 0.6262 -0.9797 2.8899
H 0.1275 -0.1917 3.2195
H 1.2914 -1.1707 3.5692
*
```